[1]
DFT (the ωB97M-V functional and the def2-TZVPD basis) results for a 2-piece molecular cluster, C24H37O3Si2 overall at a distorted geometry.

```
66
C24H37O3Si2 the ωB97M-V functional and the def2-TZVPD basis
C 1.808 2.461 -0.485
Si 2.227 1.683 -2.123
C 2.751 2.925 -3.408
C 3.392 0.240 -2.075
O 0.695 1.212 -2.726
C -0.133 0.327 -2.174
C 0.172 -0.947 -1.805
C -0.888 -1.943 -1.806
O -1.395 0.696 -2.032
Si -2.385 1.954 -2.696
C -3.429 2.459 -1.241
C -1.357 3.362 -3.331
C -3.282 1.012 -4.021
H 2.739 2.685 0.057
H 1.270 3.410 -0.638
H 1.186 1.823 0.160
H 3.725 3.355 -3.136
H 2.853 2.453 -4.395
H 2.028 3.748 -3.496
H 4.326 0.573 -1.597
H 3.021 -0.626 -1.514
H 3.633 -0.090 -3.096
H 1.211 -1.226 -1.721
H -0.467 -2.932 -2.023
H -1.360 -2.016 -0.823
H -1.672 -1.727 -2.547
H -4.130 3.242 -1.563
H -4.024 1.623 -0.849
H -2.836 2.866 -0.411
H -2.057 4.122 -3.718
H -0.746 3.836 -2.550
H -0.700 3.059 -4.158
H -4.065 1.641 -4.467
H -2.587 0.712 -4.819
H -3.748 0.101 -3.620
C 2.623 -6.388 3.267
O 1.349 -6.265 2.599
C 0.879 -5.038 2.254
C -0.386 -5.015 1.608
C -0.948 -3.821 1.242
C -0.330 -2.573 1.570
C -1.054 -1.372 1.366
C -0.796 -0.135 2.013
C -1.394 1.050 1.497
C -1.307 2.257 2.172
C -0.560 2.359 3.360
C -0.418 3.675 4.061
C 0.040 1.203 3.881
C -0.088 -0.021 3.244
C 0.996 -2.624 2.094
C 1.575 -3.820 2.482
H 2.802 -7.461 3.322
H 3.416 -5.901 2.685
H 2.564 -5.965 4.278
H -0.898 -5.965 1.462
H -1.916 -3.815 0.736
H -2.021 -1.443 0.858
H -1.948 0.971 0.559
H -1.822 3.138 1.775
H 0.472 3.671 4.700
H -0.329 4.487 3.330
H -1.284 3.903 4.698
H 0.591 1.267 4.821
H 0.309 -0.919 3.714
H 1.558 -1.696 2.209
H 2.547 -3.815 2.987
```

Results
Net charge = +1
E_tot = -1741.27503 Eh
Spin multiplicity = 1
LUMO = -5.1 eV
Gap between HOMO and LUMO = 0.1741 hartree



[2]
DFT (the ωB97M-V functional and the def2-TZVPD basis) results for a 3-piece molecular cluster, C24H38O6 overall at a distorted geometry.

```
68
C24H38O6 the ωB97M-V functional and the def2-TZVPD basis
C 2.704 -2.147 0.855
C 4.003 -1.353 0.861
C 3.789 0.169 0.909
C 3.638 0.811 -0.482
C 2.345 1.642 -0.634
C 1.125 0.810 -1.062
C -0.110 0.954 -0.229
C -0.124 1.161 1.091
C -1.377 1.335 1.844
O -1.400 1.904 2.907
C -2.599 0.762 1.226
C -3.713 0.486 2.022
C -4.855 -0.049 1.428
C -4.865 -0.284 0.053
C -3.760 0.012 -0.747
C -2.613 0.531 -0.150
C -1.416 0.876 -0.945
O -1.484 1.077 -2.132
H 2.029 -1.842 1.650
H 2.925 -3.203 1.008
H 2.203 -2.077 -0.107
H 4.633 -1.688 1.684
H 4.549 -1.588 -0.051
H 2.898 0.351 1.509
H 4.610 0.639 1.442
H 3.640 0.063 -1.270
H 4.462 1.505 -0.620
H 2.182 2.166 0.304
H 2.503 2.415 -1.380
H 0.833 1.123 -2.062
H 1.376 -0.245 -1.151
H 0.804 1.249 1.633
H -3.645 0.701 3.075
H -5.714 -0.266 2.042
H -5.762 -0.685 -0.399
H -3.785 -0.161 -1.810
C 7.427 3.201 -0.694
O 7.010 2.203 -1.610
C 7.298 2.522 -2.962
C 8.555 1.838 -3.456
O 9.713 2.285 -2.772
C 10.132 1.415 -1.735
H 7.436 2.754 0.299
H 8.428 3.570 -0.923
H 6.724 4.041 -0.694
H 7.380 3.605 -3.091
H 6.452 2.173 -3.564
H 8.690 2.079 -4.515
H 8.453 0.752 -3.369
H 10.653 0.545 -2.150
H 9.291 1.074 -1.128
H 10.823 1.967 -1.100
C -8.837 -4.473 2.115
O -9.934 -3.577 2.089
C -9.618 -2.277 2.560
C -9.355 -1.306 1.429
O -8.206 -1.659 0.674
C -8.509 -2.348 -0.527
H -9.092 -5.325 1.487
H -7.925 -4.012 1.729
H -8.657 -4.830 3.135
H -8.757 -2.314 3.235
H -10.480 -1.921 3.131
H -9.172 -0.315 1.855
H -10.232 -1.235 0.779
H -8.850 -1.647 -1.297
H -9.272 -3.113 -0.374
H -7.594 -2.830 -0.871
```

Results
SMILES string = CCCCCCC1=CC(=O)c2ccccc2C1=O.COCCOC.COCCOC
E_tot = -1388.62973 Eh
Spin multiplicity = 1
LUMO = -0.8 eV
Gap between HOMO and LUMO = 0.3152 hartree



[3]
DFT (the ωB97M-V functional and the def2-TZVPD basis) results for C24H39BN5O8PSe2SiW as an isolated structure at a distorted geometry.

```
82
C24H39BN5O8PSe2SiW the ωB97M-V functional and the def2-TZVPD basis
W -0.201 -0.196 -0.135
C -5.163 -2.021 1.322
Se -3.800 -0.663 1.071
C -4.624 0.470 -0.259
C -4.156 0.174 -1.669
Se -2.217 -0.030 -2.047
C -2.414 -1.852 -2.676
H -6.054 -1.581 1.762
H -4.746 -2.748 2.015
H -5.401 -2.515 0.384
H -4.397 1.504 -0.006
H -5.703 0.334 -0.188
H -4.448 0.968 -2.356
H -4.573 -0.768 -2.018
H -3.116 -1.812 -3.505
H -2.793 -2.459 -1.858
H -1.454 -2.217 -3.019
C 1.523 0.300 3.427
C 1.965 0.984 2.168
C 3.196 1.608 2.118
C 3.601 2.257 0.961
C 2.783 2.256 -0.153
C 1.563 1.610 -0.052
N 1.137 1.049 1.102
N 0.610 1.363 -1.052
Si 1.088 1.942 -2.763
C 2.731 1.163 -3.154
C 1.065 3.799 -2.607
C -0.099 1.468 -4.097
H 1.594 0.993 4.267
H 2.197 -0.530 3.650
H 0.511 -0.077 3.363
H 3.830 1.582 2.993
H 4.561 2.755 0.922
H 3.101 2.717 -1.075
H 3.482 1.919 -3.395
H 2.619 0.524 -4.032
H 3.135 0.539 -2.354
H 1.238 4.175 -1.597
H 0.116 4.198 -2.969
H 1.846 4.226 -3.242
H -0.210 0.390 -4.219
H 0.369 1.843 -5.015
H -1.086 1.922 -4.024
O -0.735 -0.935 1.756
C -0.623 -2.085 1.193
O -1.074 -2.119 0.001
C 0.460 -2.988 1.605
C 0.524 -4.143 2.344
C 1.782 -4.699 2.520
C 2.930 -4.124 2.021
C 2.846 -2.935 1.313
C 1.606 -2.361 1.064
O 1.413 -1.247 0.344
N 4.099 -2.290 0.869
O 5.119 -2.909 1.023
O 4.008 -1.164 0.413
N 1.891 -5.964 3.281
O 0.856 -6.429 3.704
O 2.997 -6.425 3.419
H -0.343 -4.618 2.781
H 3.894 -4.586 2.187
B 2.245 -2.486 -3.196
C 1.180 -1.683 -2.454
N 0.356 -1.072 -1.891
H 1.953 -3.645 -3.019
H 3.295 -2.166 -2.680
H 2.177 -2.144 -4.356
C -3.074 2.531 2.402
P -1.764 2.654 1.208
C -2.187 3.760 -0.126
C -0.387 3.369 2.089
O -1.483 1.270 0.574
H -3.326 3.534 2.754
H -2.722 1.935 3.245
H -3.960 2.054 1.994
H -2.200 4.797 0.212
H -3.168 3.510 -0.532
H -1.434 3.644 -0.908
H -0.752 4.276 2.577
H 0.430 3.636 1.421
H -0.035 2.683 2.857
```

Results
Net charge = +2
E_tot = -7338.63520 Eh
Spin multiplicity = 1
ΔE to the lowest compared entry with this formula, charge and spin = 2.653 eV
LUMO = -8.3 eV
Gap between HOMO and LUMO = 0.2066 hartree



[4]
DFT (the ωB97M-V functional and the def2-TZVPD basis) results for a 8-piece molecular cluster, C24H39Cl15N2O4S2 overall at a distorted geometry.

```
86
C24H39Cl15N2O4S2 the ωB97M-V functional and the def2-TZVPD basis
C -2.382 -2.921 4.952
C -1.572 -2.846 3.497
O -2.514 -2.183 2.547
C -1.757 -1.386 1.554
C -2.870 -0.403 0.788
C -2.991 -0.972 -0.745
C -1.675 -1.013 -1.777
C -0.177 -0.430 -1.317
C -0.294 1.127 -0.817
C 0.903 2.119 -1.337
C 2.400 1.451 -1.358
S 3.808 2.710 -1.345
O 3.435 4.074 -0.715
O 4.273 2.924 -2.826
Cl 5.408 1.772 -0.308
C -1.889 -1.658 -3.300
C -0.706 -1.822 -4.423
C -0.740 -3.325 -5.156
O -1.113 -4.396 -4.174
C -3.405 -2.164 -3.695
N -3.936 -2.757 -5.015
S -5.667 -3.163 -4.904
N -6.082 -2.660 -3.261
C -4.746 -2.153 -2.751
C -4.482 -1.550 -1.233
C -5.814 -1.569 -0.224
H -2.648 -1.813 5.243
H -1.771 -3.480 5.789
H -3.419 -3.454 4.702
H -0.549 -2.254 3.584
H -1.313 -3.930 3.105
H -1.328 -2.175 0.771
H -0.875 -0.768 2.012
H -3.849 -0.471 1.425
H -2.542 0.743 0.819
H 0.229 -1.063 -0.394
H 0.583 -0.489 -2.205
H -0.317 1.156 0.368
H -1.377 1.500 -1.152
H 0.574 2.620 -2.356
H 0.951 3.017 -0.552
H 2.501 0.877 -2.399
H 2.501 0.710 -0.457
H 0.396 -1.731 -3.987
H -0.761 -0.997 -5.282
H -1.494 -3.339 -6.066
H 0.372 -3.577 -5.470
H -0.303 -4.589 -3.595
H -6.712 -2.156 -0.746
H -5.441 -2.141 0.754
H -6.109 -0.463 0.070
Cl -4.613 2.004 2.828
C -3.081 2.793 3.221
Cl -1.724 1.974 2.437
H -3.116 3.830 2.879
H -2.934 2.766 4.304
Cl -4.518 5.901 3.581
C -2.986 6.690 3.975
Cl -1.630 5.871 3.190
H -3.022 7.727 3.632
H -2.840 6.663 5.057
Cl 3.268 1.557 -6.762
C 4.800 2.346 -6.369
Cl 6.157 1.528 -7.153
H 4.764 3.383 -6.711
H 4.946 2.320 -5.287
Cl 8.444 -0.496 3.949
C 7.823 0.448 2.589
Cl 7.881 -0.484 1.089
H 6.787 0.728 2.795
H 8.433 1.348 2.473
Cl 3.952 2.262 2.956
C 2.270 2.700 2.634
Cl 1.234 2.298 4.009
H 2.211 3.775 2.447
H 1.922 2.153 1.755
Cl -1.377 -8.184 -2.778
C -0.074 -7.926 -3.944
Cl 0.987 -6.608 -3.433
H 0.513 -8.844 -4.029
H -0.510 -7.676 -4.915
Cl 6.298 3.348 6.785
C 4.616 3.786 6.463
Cl 3.580 3.384 7.838
H 4.558 4.861 6.276
H 4.268 3.239 5.583
```

Results
SMILES string = CCOCCc1c(CCCCS(=O)(=O)Cl)c(CCO)c2nsnc2c1C.ClCCl.ClCCl.ClCCl.ClCCl.ClCCl.ClCCl.ClCCl
E_tot = -9046.97622 Eh
Spin multiplicity = 1
LUMO = -1.4 eV
Gap between HOMO and LUMO = 0.2357 hartree



[5]
DFT (the ωB97M-V functional and the def2-TZVPD basis) results for a 6-piece molecular cluster, C24H39F9O15 overall at a distorted geometry.

```
87
C24H39F9O15 the ωB97M-V functional and the def2-TZVPD basis
C 2.294 1.557 0.817
C 2.784 0.119 0.660
O 2.009 -0.595 -0.300
C 1.727 -1.854 -0.083
O 1.978 -2.492 0.892
C 1.070 -2.520 -1.326
F 2.053 -3.085 -2.059
F 0.215 -3.480 -0.928
F 0.390 -1.668 -2.113
H 2.463 1.900 1.838
H 1.207 1.593 0.719
H 2.816 2.190 0.106
H 2.781 -0.398 1.620
H 3.849 0.156 0.424
C -0.916 6.618 -3.815
C -2.083 5.713 -3.514
O -2.309 4.796 -4.577
C -3.572 4.401 -4.731
O -4.507 4.728 -4.077
C -3.760 3.328 -5.853
F -4.557 2.339 -5.429
F -4.327 3.888 -6.918
F -2.565 2.780 -6.140
H -0.420 6.998 -2.920
H -1.062 7.416 -4.537
H -0.095 5.993 -4.191
H -2.980 6.294 -3.277
H -1.942 5.210 -2.553
C -0.131 0.321 3.537
C -1.302 1.179 3.915
O -2.067 0.567 4.962
C -3.025 -0.288 4.681
O -3.412 -0.512 3.558
C -3.674 -0.899 5.944
F -3.489 -0.053 6.988
F -4.953 -1.142 5.775
F -2.983 -2.006 6.252
H 0.660 0.879 3.041
H -0.501 -0.431 2.835
H 0.303 -0.251 4.356
H -1.954 1.462 3.092
H -0.963 2.118 4.354
C 3.082 0.102 -5.030
C 3.675 -1.255 -4.618
O 4.530 -1.095 -3.480
C 5.736 -0.604 -3.675
O 6.154 -0.067 -4.653
O 6.441 -0.846 -2.554
C 7.759 -0.361 -2.591
H 2.321 0.370 -4.296
H 2.458 -0.104 -5.908
H 3.806 0.867 -5.280
H 4.168 -1.761 -5.446
H 2.868 -1.875 -4.238
H 8.423 -0.853 -3.305
H 8.254 -0.518 -1.631
H 7.795 0.716 -2.766
C -1.999 -1.635 0.933
C -2.339 -0.258 0.407
O -1.528 0.009 -0.734
C -1.133 1.257 -0.969
O -1.435 2.205 -0.283
O -0.356 1.254 -2.028
C 0.127 2.473 -2.564
H -0.920 -1.705 1.078
H -2.221 -2.422 0.202
H -2.588 -1.970 1.782
H -2.272 0.482 1.199
H -3.380 -0.220 0.082
H -0.091 3.278 -1.860
H -0.326 2.748 -3.517
H 1.193 2.335 -2.727
C -3.960 -4.056 3.181
C -2.524 -4.540 3.221
O -1.915 -3.844 4.313
C -0.794 -4.385 4.792
O -0.297 -5.403 4.415
O -0.343 -3.580 5.724
C 0.809 -3.911 6.468
H -4.529 -4.527 2.378
H -4.061 -2.977 3.057
H -4.458 -4.332 4.113
H -2.045 -4.338 2.263
H -2.526 -5.613 3.401
H 0.735 -3.333 7.388
H 1.735 -3.625 5.969
H 0.920 -4.953 6.766
```

Results
SMILES string = CCOC(=O)C(F)(F)F.CCOC(=O)C(F)(F)F.CCOC(=O)C(F)(F)F.CCOC(=O)OC.CCOC(=O)OC.CCOC(=O)OC
E_tot = -2965.34550 Eh
Spin multiplicity = 1
ΔE to the lowest compared entry with this formula, charge and spin = 0.040 eV
LUMO = 0.4 eV
Gap between HOMO and LUMO = 0.4093 hartree



[6]
DFT (the ωB97M-V functional and the def2-TZVPD basis) results for a 6-piece molecular cluster, C24H39F9O15 overall at a distorted geometry.

```
87
C24H39F9O15 the ωB97M-V functional and the def2-TZVPD basis
C 10.028 17.151 13.333
C 11.098 16.518 14.239
O 10.396 15.790 15.198
C 11.099 15.284 16.184
O 12.286 15.218 16.197
C 10.217 14.528 17.305
F 10.889 14.654 18.498
F 8.975 14.933 17.516
F 10.228 13.223 16.914
H 9.170 17.498 13.965
H 9.668 16.343 12.723
H 10.404 17.880 12.689
H 11.632 17.322 14.708
H 11.864 15.962 13.662
C 13.723 14.049 8.561
C 14.233 15.129 9.527
O 13.639 16.443 9.281
C 12.492 16.643 9.797
O 11.764 16.056 10.573
C 11.982 17.992 9.142
F 11.418 18.833 10.070
F 12.875 18.766 8.500
F 11.026 17.579 8.247
H 14.379 13.162 8.563
H 13.663 14.488 7.573
H 12.731 13.828 8.899
H 15.274 15.272 9.370
H 14.125 14.916 10.606
C 7.342 13.920 14.496
C 7.885 13.875 13.102
O 9.302 13.294 13.251
C 9.868 12.991 12.054
O 9.550 13.138 10.933
C 11.224 12.269 12.275
F 11.047 10.969 12.118
F 12.103 12.725 11.349
F 11.795 12.526 13.430
H 7.279 12.901 14.749
H 6.319 14.282 14.327
H 7.862 14.480 15.197
H 7.920 14.842 12.508
H 7.369 13.121 12.506
C 13.783 21.153 11.870
C 14.400 20.110 11.015
O 14.094 18.781 11.360
C 15.158 18.166 11.958
O 16.246 18.553 12.181
O 14.713 16.899 12.189
C 15.706 15.997 12.775
H 12.687 21.016 11.940
H 14.075 22.153 11.531
H 14.142 21.088 12.904
H 15.483 20.242 11.031
H 13.988 20.237 9.980
H 16.243 15.511 12.018
H 15.176 15.224 13.310
H 16.381 16.558 13.379
C 14.834 12.538 18.894
C 14.356 12.240 17.479
O 14.489 10.861 17.117
C 13.384 10.333 16.605
O 12.270 10.698 16.889
O 13.668 9.229 15.885
C 12.551 8.444 15.535
H 14.843 13.623 19.079
H 15.893 12.333 19.199
H 14.178 12.042 19.623
H 14.886 12.817 16.717
H 13.256 12.472 17.391
H 12.298 7.785 16.362
H 12.785 7.735 14.771
H 11.780 9.100 15.118
C 9.574 8.180 19.368
C 10.859 8.861 18.903
O 12.075 8.088 19.203
C 13.080 8.747 19.816
O 12.953 9.770 20.462
O 14.228 8.154 19.602
C 15.371 8.612 20.255
H 9.568 7.166 19.086
H 8.729 8.664 18.907
H 9.472 8.145 20.450
H 11.018 9.825 19.436
H 10.876 8.955 17.825
H 16.116 7.880 20.329
H 15.120 9.197 21.142
H 15.844 9.360 19.642
```

Results
SMILES string = CCOC(=O)C(F)(F)F.CCOC(=O)C(F)(F)F.CCOC(=O)C(F)(F)F.CCOC(=O)OC.CCOC(=O)OC.CCOC(=O)OC
E_tot = -2965.30602 Eh
Spin multiplicity = 1
ΔE to the lowest compared entry with this formula, charge and spin = 1.115 eV
LUMO = 0.6 eV
Gap between HOMO and LUMO = 0.4077 hartree



> Look up the LUMO of the fourth one.

-1.4 eV